No. 1
Computed, not measured: C35H44LuN6O11PS2 as an isolated structure, with wB97M-V/def2-TZVPD.

Cartesian coordinates (Å):
Lu: -0.033 0.728 -0.438
C: 4.192 -1.322 0.141
C: 4.909 -0.879 -0.963
C: 4.272 -0.106 -1.925
C: 2.929 0.247 -1.767
C: 2.182 -0.137 -0.636
C: 2.855 -0.950 0.292
C: 2.244 1.071 -2.800
C: 2.711 1.121 -4.141
C: 2.057 1.885 -5.054
C: 0.932 2.648 -4.656
C: 0.210 3.478 -5.545
C: -0.869 4.190 -5.105
C: -1.263 4.106 -3.751
C: -0.583 3.309 -2.872
C: 0.529 2.552 -3.311
N: 1.172 1.742 -2.418
H: 4.657 -1.964 0.879
H: 5.948 -1.151 -1.092
H: 4.838 0.225 -2.786
H: 2.324 -1.329 1.162
H: 3.559 0.522 -4.435
H: 2.385 1.917 -6.086
H: 0.532 3.543 -6.577
H: -1.415 4.829 -5.784
H: -2.109 4.687 -3.408
H: -0.877 3.258 -1.830
C: 4.063 -7.320 1.219
C: 3.835 -6.048 2.017
S: 2.655 -4.942 1.288
O: 2.924 -4.828 -0.127
O: 2.611 -3.737 2.086
C: 1.079 -5.759 1.483
C: 0.029 -5.200 0.533
N: -0.265 -3.781 0.749
C: 0.030 -2.787 -0.119
N: -0.302 -1.601 0.381
C: -0.830 -1.826 1.617
C: -0.821 -3.162 1.853
N: -1.378 -3.824 2.991
O: -1.825 -3.112 3.863
O: -1.405 -5.042 2.988
C: 0.608 -3.001 -1.470
H: 4.889 -7.875 1.660
H: 4.315 -7.088 0.187
H: 3.191 -7.973 1.229
H: 4.737 -5.436 2.074
H: 3.489 -6.231 3.035
H: 0.792 -5.638 2.524
H: 1.213 -6.820 1.272
H: -0.886 -5.777 0.646
H: 0.378 -5.285 -0.494
H: -1.191 -1.042 2.255
H: -0.048 -3.626 -2.078
H: 1.586 -3.480 -1.407
H: 0.721 -2.035 -1.959
O: -1.593 2.570 0.328
C: -2.425 1.678 0.777
O: -2.276 0.496 0.417
C: -3.467 2.102 1.731
C: -3.944 1.189 2.662
C: -4.905 1.555 3.608
C: -5.367 2.847 3.550
O: -6.299 3.432 4.333
C: -6.472 4.766 3.840
O: -5.527 4.955 2.779
C: -4.897 3.764 2.612
C: -3.941 3.430 1.692
H: -3.567 0.176 2.648
H: -5.277 0.857 4.343
H: -6.265 5.475 4.641
H: -7.485 4.878 3.451
H: -3.594 4.137 0.951
C: -3.645 -0.721 -2.353
S: -2.634 0.717 -2.648
C: -2.567 0.667 -4.429
O: -1.227 0.275 -2.238
H: -3.168 -1.584 -2.815
H: -4.632 -0.546 -2.778
H: -3.714 -0.842 -1.275
H: -3.584 0.672 -4.817
H: -2.039 -0.240 -4.720
H: -2.032 1.552 -4.769
N: 3.651 1.848 1.246
C: 2.787 2.049 2.452
P: 1.072 2.257 1.804
O: 1.253 2.830 0.422
O: 0.324 0.955 1.829
C: 0.195 3.506 2.825
N: -0.634 4.314 1.882
H: 3.336 2.492 0.506
H: 3.504 0.876 0.845
H: 4.642 1.980 1.445
H: 3.129 2.939 2.980
H: 2.878 1.180 3.101
H: 0.876 4.152 3.378
H: -0.468 3.001 3.527
H: -1.255 4.952 2.376
H: -1.195 3.623 1.220
H: -0.032 4.848 1.253

## Properties
* frontier orbital gap: 8.02 eV
* HOMO level: -12.51 eV
* energy: -133044.3105 eV
* energy relative to the best compared isomer or geometry (same formula, charge and spin): 0.0000 eV
* charge: +2
* LUMO level: -4.49 eV

Results of the Löwdin charge analysis, in e, for atoms 1 through 6:
1. Lu 1.6981
2. C -0.0848
3. C -0.0656
4. C -0.0297
5. C -0.2167
6. C -0.2256

No. 2
Computed, not measured: C35H44N9O9S2ScSe2Te2 as an isolated structure, with wB97M-V/def2-TZVPD.

Cartesian coordinates (Å):
Sc: -0.296 -0.097 0.641
Se: -2.409 2.072 2.663
Te: -4.470 0.441 2.865
Te: -3.618 -1.662 1.415
Se: -3.211 -3.526 2.932
O: -0.575 1.209 8.831
C: -1.430 0.836 7.841
O: -2.589 0.675 8.102
C: -0.841 0.646 6.487
C: -1.518 -0.174 5.585
C: -1.026 -0.385 4.312
C: 0.148 0.248 3.871
C: 0.833 1.061 4.789
C: 0.342 1.254 6.071
N: 0.598 0.055 2.578
C: 2.015 -0.083 2.443
C: 2.614 -0.132 1.243
C: 4.053 -0.335 1.081
C: 4.634 -0.234 -0.120
C: 3.828 0.085 -1.288
C: 2.498 0.191 -1.124
N: 1.829 0.039 0.066
H: 0.327 1.223 8.488
H: -2.433 -0.658 5.904
H: -1.539 -1.067 3.642
H: 1.741 1.566 4.479
H: 0.880 1.934 6.726
H: 2.622 -0.201 3.332
H: 4.635 -0.551 1.969
H: 5.704 -0.372 -0.221
H: 4.266 0.208 -2.269
H: 1.879 0.419 -1.987
C: -3.963 3.762 0.502
O: -3.268 2.603 -0.017
C: -2.598 1.813 0.781
O: -2.111 0.799 0.265
H: -3.367 4.265 1.256
H: -4.910 3.440 0.929
H: -4.127 4.407 -0.355
N: 1.522 6.661 -1.629
C: 2.160 5.942 -0.686
S: 3.584 6.412 -0.033
C: 1.465 4.656 -0.307
C: 0.565 4.041 -1.170
C: -0.024 2.848 -0.791
N: 0.228 2.252 0.375
C: 1.085 2.842 1.208
C: 1.723 4.035 0.901
H: 1.915 7.560 -1.859
H: 0.546 6.515 -1.823
H: 0.337 4.450 -2.147
H: -0.721 2.342 -1.453
H: 1.268 2.321 2.138
H: 2.425 4.475 1.596
C: -1.896 -3.756 -0.917
N: -0.733 -4.198 -0.165
C: -0.486 -5.639 -0.148
C: -0.706 -6.151 1.259
C: 0.306 -5.463 2.148
N: 0.441 -4.036 1.826
C: 1.043 -3.236 2.884
C: -0.225 -3.433 0.839
O: -0.324 -2.174 0.791
H: -2.790 -4.284 -0.573
H: -1.752 -3.953 -1.982
H: -2.046 -2.693 -0.773
H: 0.537 -5.839 -0.479
H: -1.162 -6.102 -0.863
H: -0.588 -7.233 1.321
H: -1.717 -5.884 1.574
H: 1.289 -5.927 2.044
H: 0.008 -5.529 3.196
H: 0.309 -3.048 3.672
H: 1.405 -2.295 2.489
H: 1.883 -3.798 3.292
C: 2.244 2.070 -3.972
C: 0.774 1.684 -4.143
S: 0.562 0.888 -5.713
O: 0.836 1.847 -6.752
O: 1.268 -0.370 -5.668
C: -1.183 0.527 -5.806
C: -1.559 -0.845 -5.264
N: -1.027 -1.041 -3.911
C: -1.443 -0.365 -2.812
N: -0.657 -0.617 -1.774
C: 0.277 -1.527 -2.207
C: 0.054 -1.795 -3.505
N: 0.758 -2.767 -4.315
O: 0.261 -3.092 -5.377
O: 1.773 -3.219 -3.837
C: -2.639 0.521 -2.817
H: 2.404 2.474 -2.972
H: 2.537 2.816 -4.709
H: 2.885 1.196 -4.088
H: 0.110 2.551 -4.139
H: 0.461 0.962 -3.382
H: -1.398 0.595 -6.874
H: -1.708 1.337 -5.300
H: -1.153 -1.625 -5.896
H: -2.641 -0.952 -5.232
H: 1.027 -1.952 -1.561
H: -3.467 0.048 -3.345
H: -2.434 1.480 -3.298
H: -2.943 0.716 -1.794

## Properties
* frontier orbital gap: 4.46 eV
* HOMO level: -5.60 eV
* energy: -256499.6569 eV
* energy relative to the best compared isomer or geometry (same formula, charge and spin): 1.4895 eV
* charge: 0
* LUMO level: -1.14 eV

Results of the Löwdin charge analysis, in e, for atoms 1 through 6:
1. Sc 0.9402
2. Se 0.6409
3. Te 0.4438
4. Te 0.2463
5. Se -0.2406
6. O 0.1017

Q: Which value of frontier orbital gap does entry 2 give?
A: 4.46 eV